{
  "formula": "C44H56CaN3O5PSSi3",
  "method": "ωB97M-V with the def2-TZVPD basis set",
  "total_energy_ev": -123449.4725,
  "total_charge": -2,
  "relative_energy_kcal_mol": 0.00,
  "e_homo_ev": -2.158,
  "spin_multiplicity": 1,
  "symbols": ["H", "C", "C", "O", "H", "C", "C", "H", "H", "C", "H", "C", "H", "C", "Si", "C", "C", "C", "C", "C", "H", "H", "H", "Si", "H", "C", "H", "O", "H", "H", "H", "C", "Ca", "H", "H", "Si", "H", "C", "C", "N", "H", "H", "H", "H", "C", "H", "H", "H", "H", "C", "C", "H", "H", "C", "C", "H", "C", "C", "H", "C", "H", "H", "H", "O", "H", "C", "C", "C", "C", "H", "C", "C", "C", "H", "H", "H", "N", "H", "C", "H", "H", "H", "H", "C", "O", "H", "H", "H", "C", "C", "H", "H", "C", "C", "H", "C", "H", "H", "C", "C", "P", "H", "N", "H", "H", "C", "C", "S", "O", "H", "C", "H", "H", "C"],
  "xyz": [[5.9177, 2.5610, -1.1822], [1.3844, -0.6658, -5.4407], [0.3421, 0.0414, -4.8373], [-0.7258, -0.8989, 1.7154], [-2.7609, 5.7187, -3.9222], [-6.3756, -4.9039, 0.1941], [1.7492, 1.5052, 2.7712], [-0.8933, -5.2480, -0.1056], [2.5423, -1.2371, 3.9842], [0.5603, 5.0744, -3.8358], [-8.1124, -5.0401, 1.8124], [-1.7640, -0.6950, 2.4453], [5.8704, 1.7383, 0.3860], [-2.2501, -1.6681, 3.3808], [3.0322, 0.3004, 2.0477], [4.7094, 0.9178, 2.7438], [2.9254, 0.1493, 0.2131], [-0.6457, 3.5405, -2.4168], [-3.6329, 0.7286, 3.2122], [3.3183, 1.5641, -2.6248], [-2.7651, 3.8151, -2.3393], [-0.1400, -4.1691, 3.6900], [4.7170, 0.9470, 3.8375], [3.4211, -1.4842, -0.4433], [4.0170, 0.9011, -3.1391], [0.5490, 3.9951, -2.9665], [-0.0503, -2.9450, -4.0402], [-7.4767, -6.9224, -0.4175], [3.4541, 2.5637, -3.0471], [-3.9548, -3.9276, -1.9973], [0.1063, -2.8595, 2.5134], [1.9424, -0.2417, -6.6359], [0.1474, -0.0928, -0.0513], [-2.9571, 2.3755, 1.3575], [-0.8411, 1.8315, -4.9657], [3.6153, 1.5676, -0.7448], [3.6313, -2.0227, 2.8366], [-2.5335, 0.5114, 2.3704], [-6.2262, -3.8461, 1.1133], [0.7952, -2.3607, -0.3783], [-5.1929, -2.0470, 1.6366], [-1.2086, -2.8169, -0.5234], [3.4415, 3.4752, 0.8833], [1.9010, 3.1973, 0.0587], [-0.0786, 1.2259, -5.4392], [2.7410, -0.8173, -7.0898], [1.4616, 3.4833, -2.6943], [2.6911, -1.1585, -2.7971], [2.3065, 1.2268, -2.8566], [2.0495, -2.7912, -0.1686], [-0.3157, -3.1122, 3.4807], [4.9322, 1.9260, 2.3818], [0.1199, 2.5669, -7.0974], [-0.6298, 5.7005, -4.1821], [-4.4901, -2.8090, -0.2423], [-1.3635, -2.1889, -4.9781], [2.7612, -1.3662, 2.9214], [5.0572, -2.2792, 0.1645], [4.4593, -1.1466, -2.7193], [-3.3536, -1.4310, 4.1686], [0.1772, -2.5064, 4.2493], [-4.1759, 1.6643, 3.1238], [-5.5985, -5.7443, -1.6057], [-1.7217, -2.9392, 3.5192], [1.4336, -6.0985, 0.2992], [-4.6030, -3.9095, -1.1297], [-0.6158, 2.3875, -1.4601], [-2.0792, 0.1426, -3.4414], [-7.3719, -5.9621, 0.3101], [-2.0642, 1.1986, -3.1772], [-0.9102, -2.2747, -3.9883], [3.5600, -1.6356, -2.3361], [2.2983, -4.1412, 0.0773], [5.8452, -1.5217, 0.1150], [-0.6230, 6.5403, -4.8675], [-2.7278, -0.3699, -2.7323], [-1.4526, 2.5198, -0.4643], [3.2039, 4.0658, -0.7616], [0.4784, 1.6533, -6.6371], [1.9014, 1.2404, -8.1934], [5.9817, 0.7940, -1.1007], [5.3748, -3.1289, -0.4464], [3.3170, -4.4692, 0.2482], [2.9853, 3.2374, -0.0823], [-8.2816, -5.8573, 1.3336], [-1.6377, -2.6991, -3.2913], [1.7631, -1.5633, -4.9645], [5.5243, 0.2641, 2.4180], [-5.3153, -2.8412, 0.9100], [1.4811, 0.9161, -7.2487], [1.5025, 5.4228, -4.2428], [-3.6768, -2.2285, 4.8277], [-2.2901, 1.5091, 1.3575], [1.2493, -5.0479, 0.1044], [1.9107, -1.8799, 2.4682], [-0.0387, -4.5849, -0.1228], [-4.9053, -0.0597, 4.7571], [4.9966, -2.6123, 1.2042], [-5.5143, -4.9128, -0.9166], [-1.8271, 5.2414, -3.6484], [-0.4100, -0.6163, -3.2862], [0.7672, 1.3297, 2.3221], [-1.4082, 1.4549, 0.4267], [3.5814, -2.6830, -2.6474], [-6.8043, -3.8145, 2.0342], [-1.8365, 4.1700, -2.7667], [-4.0533, -0.2232, 4.1093], [-3.4296, -1.5068, -0.5178], [0.1964, 1.4221, -1.6701], [1.6416, 1.3878, 3.8522], [-0.2156, -3.2304, -0.3569], [2.0295, 2.5417, 2.5686], [-2.4716, 0.0166, -4.4523], [5.5310, 1.6851, -0.6515]],
  "forces_ev_per_a": [[-0.041, 0.008, -0.040], [-0.023, -0.020, 0.026], [0.205, 0.065, 0.178], [-0.422, -0.333, 0.792], [0.005, 0.004, 0.000], [0.271, 0.336, -0.048], [0.128, -0.135, -0.249], [-0.019, 0.032, -0.006], [0.007, 0.083, 0.004], [0.030, 0.004, -0.002], [0.008, 0.075, 0.031], [-0.327, 0.082, 0.293], [0.034, -0.005, -0.060], [0.160, -0.151, 0.120], [0.133, 0.032, 0.122], [-0.132, -0.003, -0.194], [0.361, -0.239, -0.095], [0.113, -0.010, -0.103], [-0.044, 0.074, -0.051], [-0.106, -0.211, 0.163], [0.034, -0.026, 0.042], [-0.022, 0.031, 0.046], [-0.095, -0.028, 0.013], [0.042, 0.040, -0.058], [0.014, 0.059, 0.031], [-0.028, -0.131, 0.019], [-0.016, -0.008, 0.011], [0.054, 0.019, -0.060], [0.025, 0.054, 0.073], [-0.018, -0.008, -0.017], [-0.060, 0.006, -0.050], [0.035, -0.017, -0.011], [1.622, -0.694, -0.688], [0.004, -0.001, -0.003], [-0.029, -0.023, -0.032], [0.151, 0.085, -0.010], [0.002, 0.032, -0.013], [0.172, -0.315, 0.160], [-0.070, -0.222, -0.083], [0.092, -0.668, -0.025], [-0.030, -0.002, 0.002], [-0.039, -0.052, 0.056], [-0.027, -0.022, 0.015], [0.009, 0.048, 0.007], [0.015, 0.028, 0.079], [0.000, 0.008, 0.004], [0.023, 0.004, -0.039], [0.051, -0.030, -0.045], [-0.008, 0.089, -0.050], [0.300, -0.121, 0.049], [0.007, -0.006, 0.069], [0.004, -0.013, 0.046], [0.017, 0.017, 0.037], [0.031, 0.018, -0.023], [-0.022, -0.180, 0.030], [-0.008, 0.007, 0.003], [-0.069, 0.055, -0.235], [-0.202, 0.158, 0.141], [-0.025, -0.029, -0.028], [-0.022, 0.115, -0.031], [-0.009, 0.029, -0.024], [0.020, 0.002, -0.052], [-0.004, 0.033, -0.045], [0.006, 0.074, -0.306], [-0.014, -0.003, 0.011], [-0.006, 0.090, 0.107], [-0.273, 0.257, 0.417], [0.156, 0.083, 0.164], [-0.236, -0.322, 0.108], [-0.015, 0.016, -0.026], [0.108, 0.131, 0.152], [-0.040, 0.292, 0.127], [-0.014, -0.053, 0.026], [-0.004, 0.002, -0.018], [-0.013, -0.003, 0.001], [-0.089, -0.036, 0.032], [-0.314, 0.543, -0.153], [0.053, -0.043, -0.056], [0.020, 0.034, -0.056], [0.021, 0.018, 0.020], [0.001, 0.002, -0.014], [-0.081, -0.003, -0.046], [-0.012, -0.006, 0.002], [-0.046, -0.203, 0.005], [0.052, 0.001, -0.035], [0.017, -0.022, -0.002], [-0.006, -0.015, -0.036], [-0.010, 0.001, -0.011], [0.056, 0.005, -0.001], [-0.018, -0.010, -0.002], [-0.018, 0.011, -0.022], [0.052, 0.000, 0.029], [0.080, 0.231, -0.238], [-0.030, 0.103, -0.009], [0.037, 0.004, 0.080], [0.096, -0.037, 0.004], [-0.025, 0.044, -0.049], [0.017, 0.014, -0.022], [-0.200, -0.163, 0.111], [-0.026, -0.010, -0.033], [-0.552, -0.713, -0.699], [-0.070, 0.065, 0.128], [-0.762, 0.535, 0.307], [0.010, -0.056, 0.124], [-0.020, 0.051, 0.003], [-0.027, 0.041, 0.007], [0.006, -0.117, 0.076], [0.160, 0.268, -0.163], [0.047, 1.094, -0.302], [0.027, -0.053, 0.016], [-0.130, -0.157, -0.013], [-0.035, -0.008, -0.026], [0.011, 0.023, -0.027], [-0.208, -0.028, 0.122]]
}